1.
Density functional theory data (ωB97M-V/def2-TZVPD) for 10 unconnected molecules or ions with the total composition C2H21O11 at a distorted geometry.

The net charge is -1. Its highest occupied orbital energy is -6.81 eV. For the energy above the lowest of the compared OMol25 structures with the same formula, charge and spin, the calculation gives 216.9 kJ/mol.

Geometry as XYZ:
```
34
C2H21O11, DFT ωB97M-V/def2-TZVPD
C -0.77440 -0.73298 0.60726
C 0.06007 -0.00827 -0.47027
O 0.60289 -0.74021 -1.33729
O 0.30697 1.19728 -0.30922
H -1.75176 -0.24767 0.64585
H -0.24738 -0.68822 1.55630
H -0.96760 -1.76740 0.32557
O 2.40961 -0.51598 -3.56878
H 1.84812 -0.94568 -4.21990
H 1.90333 -0.58003 -2.73411
O 3.27828 -1.13029 0.02630
H 3.05919 -1.99791 0.37923
H 2.51752 -0.89906 -0.53361
O -1.96204 -1.85941 4.01690
H -1.40643 -2.49082 3.54487
H -2.76141 -1.79577 3.48284
O -0.82676 0.77192 -3.53813
H -1.68180 0.33289 -3.58048
H -0.54004 0.66316 -2.61105
O -0.06272 3.12732 2.19103
H 0.24333 3.78891 1.55114
H -0.53432 2.48281 1.65015
O 1.26585 3.75293 -0.17137
H 1.00721 2.80469 -0.07871
H 1.38099 3.87277 -1.11748
O 1.59023 -1.11610 4.30083
H 0.69191 -1.36604 4.06022
H 1.74033 -0.27868 3.84387
O 0.16131 -3.31265 -2.42255
H -0.47107 -3.08050 -3.10804
H 0.56137 -2.45541 -2.16280
O -3.57582 2.05859 0.15303
H -2.85992 1.41196 0.13260
H -4.20506 1.74386 -0.50421
```



2.
Density functional theory data (ωB97M-V/def2-TZVPD) for a molecular structure, C49H23BrF10N5O4PSe3Sn at a distorted geometry.

The net charge is -2. Its highest occupied orbital energy is -2.80 eV. For the energy above the lowest of the compared OMol25 structures with the same formula, charge and spin, the calculation gives 0.0 kJ/mol.

Geometry as XYZ:
```
97
C49H23BrF10N5O4PSe3Sn, DFT ωB97M-V/def2-TZVPD
Sn 1.33912 0.93511 0.40844
Se 4.23179 -0.26475 1.45370
P 3.98526 -1.45719 -0.29305
Se 2.93330 -0.49349 -1.90717
C 5.58728 -2.09486 -0.94596
C 5.56129 -3.05087 -1.93751
C 6.72093 -3.56493 -2.46593
C 7.93955 -3.08616 -2.02498
C 7.97980 -2.11422 -1.03761
C 6.79532 -1.60855 -0.52592
C 3.16960 -3.05677 0.15264
C 1.97701 -3.43832 -0.42644
C 1.39650 -4.63165 -0.05284
C 1.99411 -5.48875 0.84849
C 3.20839 -5.10540 1.41255
C 3.79399 -3.88871 1.08965
H 4.61370 -3.39801 -2.33313
H 6.68724 -4.31603 -3.24822
H 8.86648 -3.47633 -2.42080
H 8.91200 -1.73346 -0.70089
H 6.77695 -0.82010 0.22287
H 1.48334 -2.75966 -1.09756
H 0.43165 -4.88692 -0.49189
H 1.53974 -6.41851 1.15552
H 3.73665 -5.72682 2.13847
H 4.72818 -3.58088 1.54230
F -2.46872 0.62997 -5.83815
C -2.89616 -0.05399 -4.76210
C -4.23184 -0.28751 -4.66483
F -5.03821 0.17123 -5.62586
C -4.81082 -0.89666 -3.51343
C -3.87922 -1.36528 -2.58629
C -2.55210 -1.11668 -2.72759
F -1.73190 -1.61746 -1.76421
C -1.99208 -0.46808 -3.81009
C -0.57755 -0.04437 -3.88464
C -0.19989 0.93743 -3.06839
N -0.01526 1.76358 -2.19485
C 0.36431 -0.60381 -4.83676
N 1.06900 -1.06705 -5.61667
F -4.28692 -2.04788 -1.49595
C -6.19522 -1.02237 -3.31683
C -7.17206 -0.50124 -4.21232
N -7.96919 -0.01739 -4.88577
C -6.75594 -1.57200 -2.13264
N -7.26128 -1.99734 -1.17702
Br 1.93897 3.66603 5.88942
C 1.66163 2.00694 5.04048
C 1.44174 0.84475 5.75229
C 1.11809 -0.29838 5.02593
C 1.01107 -0.20763 3.66523
N 1.26019 0.90259 2.98899
C 1.59121 2.00446 3.65831
H 1.51436 0.87279 6.83377
H 0.92626 -1.23275 5.52993
H 0.76766 -1.07473 3.06243
H 1.81901 2.92189 3.09631
O -1.10322 0.79844 0.79614
C -1.01475 -0.46293 0.84017
O 0.09200 -1.06379 0.71967
C -2.23842 -1.27376 1.10704
C -3.42540 -0.61496 1.36767
C -4.60370 -1.33000 1.65209
C -4.52055 -2.68254 1.62112
O -5.50707 -3.61064 1.77929
C -4.96520 -4.71830 1.09583
O -3.57152 -4.70078 1.33054
C -3.31742 -3.34396 1.34707
C -2.16031 -2.67472 1.09581
H -3.41881 0.48396 1.39343
H -5.52385 -0.79298 1.83070
H -5.19284 -4.59340 0.04552
H -5.38239 -5.65058 1.49413
H -1.23329 -3.19795 0.90890
F -1.26567 7.09711 -1.58342
C -0.99232 5.77575 -1.77629
C -0.09805 5.44015 -2.76181
C 0.23483 4.09104 -2.96322
C -0.33336 3.15331 -2.12049
C -1.18447 3.52116 -1.09269
C -1.53712 4.84085 -0.91663
H 0.33255 6.24582 -3.34079
H 0.91792 3.81633 -3.74388
H -1.56075 2.78085 -0.42073
H -2.19138 5.17297 -0.12035
F -1.43490 6.99079 4.62144
C -0.66505 6.36780 3.73292
C 0.46484 6.96566 3.22311
F 0.80536 8.21458 3.54661
C 1.25727 6.23581 2.33540
F 2.38572 6.82727 1.92453
C 0.97042 4.94917 1.85697
Se 2.08239 4.04121 0.60360
C -0.20966 4.40913 2.42066
F -0.62498 3.17459 2.06938
C -0.99974 5.08254 3.31844
F -2.10541 4.53216 3.81872
```



3.
Density functional theory data (ωB97M-V/def2-TZVPD) for FH3OSi in the gas phase at a distorted geometry.

The SMILES is FO[SiH3]. Its highest occupied orbital energy is -10.53 eV. For the energy above the lowest of the compared OMol25 structures with the same formula, charge and spin, the calculation gives 649.2 kJ/mol.

Geometry as XYZ:
```
6
FH3OSi, DFT ωB97M-V/def2-TZVPD
O 1.97074 -0.12779 -0.68559
F 2.88031 0.14543 0.39487
Si 0.20243 -0.12776 0.08067
H -0.14973 0.73724 -0.99655
H -0.13835 -1.51794 -0.16381
H 0.34525 0.29191 1.51042
```



4.
Density functional theory data (ωB97M-V/def2-TZVPD) for C14H16N6 in the gas phase at a distorted geometry.

The SMILES is CCc1nc2c3nc(C)[nH]c3c3nc(CC)[nH]c3c2[nH]1. Its highest occupied orbital energy is -7.39 eV. For the energy above the lowest of the compared OMol25 structures with the same formula, charge and spin, the calculation gives 0.0 kJ/mol.

Geometry as XYZ:
```
36
C14H16N6, DFT ωB97M-V/def2-TZVPD
N 1.75675 -2.81580 0.45509
N 1.48358 -0.95289 -2.26796
N -1.27880 0.22115 2.49822
C 1.54971 -3.07278 1.75211
C 1.01361 0.04759 -2.91975
C -2.00916 1.20445 1.92852
C 1.10240 -1.54248 0.14711
C 0.88259 -0.77761 -1.03437
C -0.48871 -0.14681 1.40797
C 0.44295 -1.19311 1.32250
C -0.01020 0.22421 -1.01777
C -0.70210 0.60208 0.20819
N 0.76544 -2.02444 2.31715
N -0.01826 0.71641 -2.26861
N -1.73606 1.45324 0.53364
C 1.92393 -4.26710 2.46241
C 3.04836 1.29325 -4.07917
C -4.11591 2.66739 1.78627
C 1.70672 0.56413 -4.16090
C -3.16536 1.96498 2.75377
H 0.63380 -1.92170 3.33546
H -0.22100 1.67656 -2.52106
H -2.21683 2.09414 -0.02667
H 1.82544 -5.15454 1.89645
H 1.25489 -4.28448 3.26481
H 3.01510 -4.15116 2.79437
H 3.80833 0.50681 -3.95686
H 3.30531 1.74883 -5.05382
H 3.12517 2.01700 -3.33711
H -4.95740 3.20016 2.24541
H -3.52686 3.42919 1.22483
H -4.56961 1.92603 1.07902
H 1.85637 -0.26343 -4.85678
H 0.98806 1.14632 -4.76905
H -2.71639 2.63139 3.55584
H -3.75591 1.23302 3.30071
```



5.
Density functional theory data (ωB97M-V/def2-TZVPD) for a gas-phase ion, C4H6FN2 (charge +1) at a distorted geometry.

The net charge is +1. Its highest occupied orbital energy is -15.51 eV. For the energy above the lowest of the compared OMol25 structures with the same formula, charge and spin, the calculation gives 432.5 kJ/mol.

Geometry as XYZ:
```
13
C4H6FN2, DFT ωB97M-V/def2-TZVPD
C 1.57095 0.96212 1.15622
C -1.06240 -0.28739 -1.25659
C -0.85039 -1.57019 -0.62514
C -0.43420 -0.27649 0.31183
N 0.78851 -0.01084 0.23676
N 1.42959 2.09077 0.65619
F 2.17885 0.34399 2.09248
H -0.47091 0.27552 -2.05434
H -2.17934 -0.00482 -1.31360
H -1.66744 -2.19019 -0.40981
H 0.04698 -2.11016 -0.90402
H -1.20975 -0.22333 1.10838
H 1.85953 3.00102 1.00163
```